The following is a DFT calculation (ωB97M-V/def2-TZVPD) of a 2-piece molecular cluster, C6H16N4O3S overall.

Values from the calculation:
E_HOMO = -9.0 eV
LUMO energy = 0.0209 Ha
energy relative to the best compared isomer or geometry (same formula, charge and spin) = 1.199 eV
net charge = 0
energy = -29417.4828 eV

The geometry in XYZ format:
```
30
C6H16N4O3S ωB97M-V/def2-TZVPD
C -1.04 2.11 -1.31
C -1.70 3.38 -0.86
C 0.35 -1.74 -2.09
C 1.30 0.76 1.61
C 2.28 -0.93 0.31
C 0.51 0.47 -0.63
N -2.56 -0.77 1.66
N -0.02 1.61 -0.49
N 0.43 -0.28 -1.77
N 1.25 0.05 0.39
O -1.40 1.56 -2.38
O -0.75 -2.13 1.00
O -2.37 -1.20 -0.77
S -1.39 -0.91 0.51
H -2.82 3.30 -0.61
H -1.58 4.16 -1.58
H -1.28 3.93 0.02
H -0.35 -1.79 -2.92
H 1.35 -2.16 -2.27
H -0.05 -2.47 -1.36
H 2.33 1.30 1.69
H 0.65 1.61 1.67
H 1.18 0.05 2.44
H 1.83 -1.81 -0.15
H 3.23 -0.58 -0.13
H 2.27 -1.22 1.41
H -2.83 0.00 2.22
H -3.19 -1.53 1.54
H -2.14 -0.73 -1.64
H -0.09 0.21 -2.47
```